#1
Here is 3 unconnected molecules or ions with the total composition C3H15N2O3 from the OMol25 dataset. Energies are from ωB97M-V/def2-TZVPD.

CARTESIAN COORDINATES (ANGSTROEM)
1 O 1.394 1.803 -4.674
2 O 0.719 -0.267 -2.012
3 O -1.141 -1.969 2.820
4 N -0.806 -0.981 -0.060
5 N -0.582 2.030 0.895
6 C 0.437 0.925 0.885
7 C 0.038 -1.454 2.281
8 C -0.409 -0.396 1.327
9 H 0.111 -1.366 -0.524
10 H 0.677 -1.157 3.046
11 H 1.270 1.053 1.734
12 H -1.594 -1.766 0.013
13 H 0.655 0.700 -0.119
14 H -1.563 -0.248 1.708
15 H 0.295 -0.099 -2.861
16 H 0.482 -2.367 1.853
17 H 1.672 2.138 -3.739
18 H 1.506 -0.699 -2.135
19 H -1.004 -1.957 3.716
20 H -0.983 2.061 -0.031
21 H 1.536 2.696 -5.165
22 H -1.269 -0.254 -0.589
23 H -0.243 2.945 1.211

Frontier orbital gap: 9.84 eV
Net charge: +1

***

#2
Here is 4 unconnected molecules or ions with the total composition C3H15N2O3 from the OMol25 dataset. Energies are from ωB97M-V/def2-TZVPD.

CARTESIAN COORDINATES (ANGSTROEM)
1 O -1.329 -0.350 2.742
2 O 1.244 -1.466 -3.783
3 O -1.807 2.224 1.760
4 N 0.152 -1.538 0.899
5 N -0.406 1.136 -1.601
6 C 1.742 0.310 0.446
7 C -0.490 0.009 -0.829
8 C 0.389 -0.252 0.139
9 H 0.147 -2.312 0.239
10 H 1.727 0.970 1.312
11 H -1.291 -0.666 -1.093
12 H 2.013 0.988 -0.365
13 H -0.753 -1.499 1.399
14 H 2.478 -0.483 0.527
15 H -1.908 -0.356 3.517
16 H 0.842 -2.287 -4.094
17 H 0.372 1.675 -1.461
18 H 0.807 -1.622 1.649
19 H -0.831 1.121 -2.509
20 H -1.475 0.563 2.418
21 H 2.107 -1.582 -4.199
22 H -2.623 2.668 1.540
23 H -1.109 2.747 1.347

Frontier orbital gap: 9.48 eV
Net charge: +1

***

Computed energies relative to the best structure, in eV: #1 2.624; #2 0.000

***

#1
Here is a molecular structure, C4H9N3O2S from the OMol25 dataset. Energies are from ωB97M-V/def2-TZVPD.

CARTESIAN COORDINATES (ANGSTROEM)
1 S 1.336 0.033 0.027
2 O 0.958 0.020 1.388
3 O 1.975 1.249 -0.528
4 N -1.297 0.631 -0.316
5 N -0.665 -1.533 -0.716
6 N -1.565 -1.613 0.102
7 C 2.444 -1.400 -0.165
8 C -0.265 -0.174 -0.899
9 C -1.954 -0.315 0.597
10 C -1.162 1.952 0.253
11 H -0.415 1.928 0.933
12 H 3.313 -1.102 -0.922
13 H 2.974 -1.523 0.774
14 H -0.967 2.567 -0.646
15 H -2.976 -0.322 0.469
16 H -1.670 -0.368 1.613
17 H 1.820 -2.233 -0.464
18 H -2.062 2.087 0.667
19 H 0.179 0.114 -2.166

Frontier orbital gap: 9.58 eV

***

#2
Here is a single C4H9N3O2S molecule from the OMol25 dataset. Energies are from ωB97M-V/def2-TZVPD.

CARTESIAN COORDINATES (ANGSTROEM)
1 S 0.999 -1.721 0.346
2 O 2.758 1.162 -0.902
3 O 2.617 0.839 1.248
4 N 2.223 0.762 0.119
5 N 0.539 0.130 -1.437
6 N -0.453 1.069 -1.835
7 C -0.859 -1.869 0.442
8 C -1.416 -0.485 0.766
9 C -0.265 0.563 0.958
10 C 0.817 0.069 -0.018
11 H -0.714 1.552 0.659
12 H 0.156 0.738 1.908
13 H -0.314 1.915 -1.306
14 H -1.031 -2.657 1.206
15 H -1.898 -0.475 1.668
16 H -1.290 0.789 -1.329
17 H 1.448 0.270 -1.926
18 H -1.175 -2.327 -0.477
19 H -2.142 -0.322 -0.090

Frontier orbital gap: 8.88 eV
SMILES string: NN[C@@]1([N+](=O)[O-])CCCS1

***

Computed energies relative to the best structure, in eV: #1 0.000; #2 0.516

***

#1
Here is a single C5H4N2O2 molecule from the OMol25 dataset. Energies are from ωB97M-V/def2-TZVPD.

CARTESIAN COORDINATES (ANGSTROEM)
1 O -1.918 -0.129 0.495
2 O 0.082 1.409 1.680
3 N 0.155 2.199 0.462
4 N 0.488 -2.242 -0.697
5 C -0.421 -1.992 0.215
6 C 0.171 0.026 -0.590
7 C 0.921 -0.968 -1.178
8 C -0.793 -0.630 0.203
9 C 0.182 1.467 -0.577
10 H 0.205 2.186 2.330
11 H -0.966 -2.782 0.958
12 H 1.777 -0.691 -1.761
13 H 0.118 2.147 -1.539

Frontier orbital gap: 7.70 eV
SMILES string: O=C1C=NC=C1/C=N\O

***

#2
Here is 2 unconnected molecules or ions with the total composition C5H4N2O2 from the OMol25 dataset. Energies are from ωB97M-V/def2-TZVPD.

CARTESIAN COORDINATES (ANGSTROEM)
1 O -2.129 -1.022 -1.067
2 O -0.705 -0.267 -2.687
3 N 0.043 -0.984 1.419
4 N -0.437 1.334 1.090
5 C 1.149 0.240 -0.270
6 C -1.407 -0.657 -1.872
7 C -0.750 -0.006 1.534
8 C 0.423 1.391 0.098
9 C 1.098 -0.833 0.591
10 H 1.765 -1.719 0.464
11 H 0.720 2.341 -0.292
12 H 1.899 0.166 -1.145
13 H -1.669 0.015 2.139

Frontier orbital gap: 10.24 eV
SMILES string: c1cncnc1.O=C=O

***

Computed energies relative to the best structure, in eV: #1 4.633; #2 0.000

***

#1
Here is a gas-phase ion, H2N3O2S (charge -1) from the OMol25 dataset. Energies are from ωB97M-V/def2-TZVPD.

CARTESIAN COORDINATES (ANGSTROEM)
1 S -1.870 -0.681 -0.267
2 O 2.669 -0.775 0.481
3 O 1.052 1.169 -1.092
4 N -0.601 0.472 0.085
5 N 0.763 0.210 -0.240
6 N 1.362 -0.706 0.425
7 H -0.951 1.225 -0.357
8 H -2.423 -0.915 0.965

Frontier orbital gap: 6.42 eV
SMILES string: O=NN([O-])NS
Net charge: -1

***

#2
Here is a molecular structure, H2N3O2S from the OMol25 dataset. Energies are from ωB97M-V/def2-TZVPD.

CARTESIAN COORDINATES (ANGSTROEM)
1 S -0.101 -2.446 -0.245
2 O -0.248 1.374 0.374
3 O -0.457 -0.927 1.710
4 N 0.454 0.719 -1.561
5 N 0.335 -1.089 0.519
6 N 0.049 0.529 -0.435
7 H 0.597 1.789 -1.886
8 H -0.629 0.051 1.523

Frontier orbital gap: 7.06 eV
Net charge: -1

***

Computed energies relative to the best structure, in eV: #1 0.051; #2 0.000